Below is a structure of composition C4H11N3O in a non-equilibrium geometry, with properties calculated with ωB97M-V with the def2-TZVPD basis set.

Atoms and positions in Å:
1 C 1.30234 1.72425 0.55301
2 C 1.07417 -0.64402 0.09060
3 O 1.86241 -1.55010 -0.62595
4 N 1.13359 0.68364 -0.42655
5 H 2.11024 -1.10052 -1.44474
6 H 1.27813 -0.81123 1.16522
7 H 2.24658 1.59717 1.09940
8 H 0.49719 1.74745 1.31312
9 H 1.34567 2.68933 0.04552
10 C -1.25319 -1.76568 0.51559
11 N -1.78161 0.95802 -0.57638
12 C -0.62525 0.28148 -0.89511
13 N -0.35717 -0.87618 -0.17881
14 H -1.97531 1.07929 0.40837
15 H -2.02642 1.73359 -1.17165
16 H -0.38389 0.29357 -1.95387
17 H -1.10022 -1.68639 1.59567
18 H -1.04959 -2.79198 0.19924
19 H -2.29766 -1.56169 0.28731

Properties
Multiplicity: 1
Kohn-Sham gap, eV: 8.57